Entry 1:
3 unconnected molecules or ions with the total composition C15H34N6O10P at a distorted geometry. Source: the OMol25 dataset; level of theory: ωB97M-V/def2-TZVPD.

## Properties
Energy: -54803.335 eV
Frontier orbital gap: 8.5 eV
HOMO: -12.423 eV
Net charge: +1

Cartesian coordinates (Å):
C -1.453 -3.959 3.414
N -1.036 -4.827 2.288
C -1.106 -6.316 2.536
N -2.251 -6.939 1.823
C -0.607 -4.460 1.090
N -0.202 -5.458 0.144
C 0.234 -4.712 -0.996
N 0.042 -3.326 -0.644
C 0.472 -2.391 -1.712
C -0.857 -1.944 -2.526
O -0.661 -0.645 -3.099
C -1.281 -3.065 -3.585
N -2.195 -4.118 -3.035
N -0.494 -3.101 0.605
P -0.870 -1.533 1.269
O -0.812 -0.385 0.249
O -2.468 -1.481 1.888
O 0.257 -1.109 2.474
H -0.712 -3.115 3.570
H -2.517 -3.605 3.198
H -1.522 -4.506 4.418
H -1.299 -6.501 3.652
H -0.101 -6.829 2.328
H -2.424 -6.511 0.911
H -2.172 -7.958 1.778
H 0.644 -5.070 -1.987
H 1.186 -2.853 -2.465
H 0.960 -1.449 -1.288
H -1.694 -1.878 -1.739
H -1.495 -0.350 -3.513
H -0.386 -3.602 -4.044
H -1.796 -2.515 -4.451
H -3.102 -3.975 -3.494
H -2.356 -3.916 -2.032
H -2.986 -1.880 1.143
H 0.662 -0.254 2.190
C 1.819 2.391 0.907
C 2.854 3.013 -0.012
O 3.734 3.876 0.715
C 4.683 3.258 1.433
O 4.855 2.066 1.507
O 5.392 4.195 2.078
C 6.380 3.666 2.961
H 1.288 3.164 1.467
H 1.096 1.806 0.335
H 2.289 1.732 1.643
H 2.350 3.634 -0.756
H 3.421 2.253 -0.556
H 7.035 2.959 2.448
H 5.896 3.190 3.817
H 6.985 4.498 3.322
C -2.262 7.558 -2.006
C -1.729 7.055 -0.679
O -2.066 5.675 -0.477
C -1.318 4.793 -1.154
O -0.403 5.056 -1.894
O -1.783 3.562 -0.888
C -1.133 2.531 -1.628
H -3.335 7.367 -2.087
H -2.082 8.629 -2.113
H -1.784 7.046 -2.844
H -2.199 7.612 0.135
H -0.650 7.205 -0.592
H -0.049 2.579 -1.511
H -1.409 2.601 -2.682
H -1.477 1.571 -1.242

Entry 2:
A molecular structure, C38H39KN2O6S2Si at a distorted geometry. Source: the OMol25 dataset; level of theory: ωB97M-V/def2-TZVPD.

## Properties
Energy: -101179.556 eV
Frontier orbital gap: 5.6 eV
HOMO: -1.711 eV
Net charge: -2

Cartesian coordinates (Å):
K 1.682 -0.351 1.100
N 4.423 -1.372 -0.429
C 5.173 -0.937 0.759
C 4.304 -0.047 1.662
O 3.584 0.809 1.070
N 4.446 -0.263 2.940
C 3.648 0.610 3.793
C 2.210 0.102 3.830
O 2.010 -0.957 4.526
O 1.328 0.684 3.184
H 4.927 -1.133 -1.270
H 3.570 -0.817 -0.462
H 6.056 -0.344 0.485
H 5.513 -1.801 1.333
H 3.630 1.640 3.415
H 4.077 0.582 4.799
O 1.201 -2.180 2.290
S 0.972 -2.623 3.684
C 0.036 -4.286 3.338
C -1.268 -4.301 2.548
C -1.219 -3.574 1.198
C -0.236 -4.180 0.213
S 0.232 -3.040 -1.156
O 1.008 -1.949 -0.551
C -1.432 -2.398 -1.458
C -1.677 -1.074 -1.148
C -2.935 -0.540 -1.401
C -3.928 -1.334 -1.956
C -3.668 -2.663 -2.271
C -2.412 -3.198 -2.029
C -0.577 -1.867 4.226
C -1.210 -0.926 3.429
C -2.433 -0.399 3.819
C -3.021 -0.802 5.010
C -2.369 -1.722 5.823
C -1.145 -2.248 5.434
H -0.115 -4.728 4.329
H 0.812 -4.871 2.835
H -2.050 -3.826 3.147
H -1.582 -5.342 2.379
H -0.922 -2.543 1.374
H -2.221 -3.569 0.766
H -0.598 -5.106 -0.244
H 0.730 -4.358 0.688
H -0.865 -0.457 -0.759
H -3.120 0.504 -1.174
H -4.908 -0.916 -2.157
H -4.444 -3.279 -2.710
H -2.200 -4.233 -2.279
H -0.735 -0.596 2.511
H -2.921 0.336 3.190
H -3.979 -0.396 5.313
H -2.816 -2.030 6.761
H -0.629 -2.958 6.071
O 0.818 0.867 -0.983
Si 0.335 1.995 -1.934
C 1.598 3.389 -2.218
C 1.494 4.402 -3.171
C 2.460 5.394 -3.282
C 3.562 5.385 -2.437
C 3.688 4.380 -1.485
C 2.716 3.394 -1.377
C -0.125 1.297 -3.664
C -0.866 1.923 -4.667
C -1.175 1.280 -5.859
C -0.742 -0.020 -6.081
C 0.009 -0.661 -5.103
C 0.311 -0.006 -3.918
C -1.228 2.859 -1.229
C -1.584 2.475 0.068
C -2.696 3.006 0.708
C -3.490 3.942 0.058
C -3.150 4.349 -1.225
C -2.031 3.815 -1.852
H 0.646 4.421 -3.850
H 2.357 6.174 -4.030
H 4.319 6.158 -2.522
H 4.547 4.366 -0.824
H 2.814 2.606 -0.633
H -1.226 2.937 -4.523
H -1.760 1.790 -6.618
H -0.989 -0.528 -7.007
H 0.354 -1.677 -5.266
H 0.895 -0.504 -3.150
H -0.955 1.752 0.577
H -2.939 2.695 1.718
H -4.363 4.357 0.549
H -3.760 5.087 -1.737
H -1.782 4.165 -2.849

Entry 3:
A single C5H6N2 molecule at a distorted geometry. Source: the OMol25 dataset; level of theory: ωB97M-V/def2-TZVPD.

## Properties
Energy: -8261.712 eV
Frontier orbital gap: 9.8 eV
SMILES string: Nc1ccncc1
HOMO: -8.884 eV
Net charge: 0

Cartesian coordinates (Å):
N 1.525 -1.442 -0.175
C 0.509 -0.527 0.010
C -0.259 -0.283 1.176
C -1.232 0.651 1.110
N -1.675 1.331 0.043
C -0.884 1.216 -1.028
C 0.134 0.309 -1.134
H 2.427 -1.169 -0.464
H 1.571 -2.418 0.152
H -0.038 -0.802 2.077
H -1.735 0.971 2.060
H -1.211 1.936 -1.818
H 0.868 0.227 -2.009

Entry 4:
A molecular structure, C3HO2Sm at a distorted geometry. Source: the OMol25 dataset; level of theory: ωB97M-V/def2-TZVPD.

## Properties
Energy: -25097.950 eV
Frontier orbital gap (alpha / beta): 8.5 / 4.7 eV
Multiplicity: 6
HOMO (alpha / beta): -18.256 / -17.313 eV
Net charge: +2

Cartesian coordinates (Å):
H -0.029 -1.764 -0.509
C -0.376 -0.890 0.232
C 0.554 -0.100 -0.312
O -1.562 -0.279 0.366
Sm 2.969 0.437 0.293
O -0.163 1.354 -0.212
C -1.393 1.242 0.143

Entry 5:
3 unconnected molecules or ions with the total composition C3H11O4 at a distorted geometry. Source: the OMol25 dataset; level of theory: ωB97M-V/def2-TZVPD.

## Properties
Energy: -11480.391 eV
Frontier orbital gap: 9.0 eV
HOMO: -4.963 eV
Net charge: -1

Cartesian coordinates (Å):
C 1.052 -1.103 0.535
O 0.250 -0.816 1.662
C 1.909 0.068 0.069
C 1.200 1.430 -0.157
O 0.064 1.428 -0.960
H 1.735 -1.937 0.714
H 0.423 -1.421 -0.313
H 2.319 -0.206 -0.903
H 2.728 0.267 0.764
H 1.008 1.887 0.825
H 1.966 2.042 -0.653
H -0.679 0.977 -0.446
H -0.553 -0.477 1.150
H -2.240 0.755 0.968
O -1.801 0.120 0.396
H -2.591 -1.524 -1.216
H -3.328 -0.330 -0.965
O -3.462 -1.159 -1.469

Entry 6:
2 unconnected molecules or ions with the total composition C3H10N2S at a distorted geometry. Source: the OMol25 dataset; level of theory: ωB97M-V/def2-TZVPD.

## Properties
Energy: -17083.979 eV
Frontier orbital gap (alpha / beta): 8.3 / 8.4 eV
HOMO (alpha / beta): -7.742 / -8.365 eV
Net charge: 0

Cartesian coordinates (Å):
C 1.737 0.322 -0.606
C -0.330 -2.016 -0.323
C -1.581 1.616 0.780
N 1.311 0.016 0.757
N -0.719 -0.748 0.317
S -1.473 0.317 -0.546
H 1.243 1.291 -0.812
H 2.757 0.490 -0.658
H 1.520 -0.320 -1.485
H 0.224 -2.719 0.307
H -1.126 -2.513 -0.931
H 0.455 -1.851 -1.187
H -0.640 1.589 1.483
H -2.381 1.444 1.428
H -1.520 2.503 0.221
H 1.414 -0.905 1.017